No. 1
C5H4ClNOS | ωB97M-V/def2-TZVPD

Structure (XYZ):
```
13
Properties=species:S:1:pos:R:3:mulliken_charge:R:1
C -1.70 -1.96 -0.34 -0.1611
C -1.87 0.38 0.08 0.4336
C -0.55 -0.10 0.06 0.1169
C -2.42 1.83 0.24 0.5087
C 0.69 0.73 -0.11 -0.9988
N -0.52 -1.45 -0.16 -0.5769
O -1.70 2.73 0.48 -0.4294
S -3.01 -0.84 -0.18 -0.0837
Cl -4.21 1.94 0.27 -0.2112
H -1.96 -2.91 -0.57 0.5227
H 0.88 1.13 -1.09 0.2748
H 0.59 1.63 0.64 0.2610
H 1.49 0.06 0.17 0.3433
```

Output
**HOMO-LUMO gap**: 9.3 eV
**Structure (SMILES)**: Cc1ncsc1C(=O)Cl
**Relative energy (zero: lowest compared OMol25 entry of this formula, charge and spin)**: 0.0 kcal/mol
**Net charge**: 0
**HOMO**: -9.57 eV

***

No. 2
C2H4N4O | ωB97M-V/def2-TZVPD

Structure (XYZ):
```
11
Properties=species:S:1:pos:R:3:mulliken_charge:R:1
C -0.96 -0.04 -0.01 0.3807
C 1.14 -0.09 -0.09 0.5861
H -3.11 -0.13 -0.43 0.3350
H -2.50 -1.29 0.91 0.3207
H 1.05 2.23 -0.12 0.2804
H 2.66 -1.69 -0.04 0.2656
N -2.19 -0.78 -0.20 -0.5819
N -0.81 1.30 0.07 -0.4821
N 0.68 1.22 0.04 -0.0438
N 2.31 -0.66 -0.08 -0.7882
O 0.12 -0.75 0.19 -0.2728
```

Output
**HOMO-LUMO gap**: 8.7 eV
**Structure (SMILES)**: [H]/N=c1/[nH]nc(N)o1
**Relative energy (zero: lowest compared OMol25 entry of this formula, charge and spin)**: 104.0 kcal/mol
**Net charge**: 0
**HOMO**: -8.43 eV

***

No. 3
C6H29NO9 | ωB97M-V/def2-TZVPD

Structure (XYZ):
```
45
Properties=species:S:1:pos:R:3:mulliken_charge:R:1
C 1.17 1.94 -0.15 -0.5259
N -0.11 2.05 0.55 0.1831
C -1.20 2.59 -0.03 0.0396
O -2.32 2.57 0.48 -0.7081
C 2.38 2.06 0.78 -0.8504
C 2.47 1.00 1.88 -0.6870
C 2.28 -0.44 1.41 0.1964
C 3.31 -0.86 0.38 -1.3305
H 1.23 2.72 -0.90 0.5316
H 1.22 0.98 -0.63 0.0893
H -0.20 1.55 1.42 0.1478
H -1.01 3.07 -0.99 0.3373
H 2.37 3.06 1.25 0.3492
H 3.27 2.05 0.16 0.3889
H 3.46 1.07 2.35 0.4068
H 1.75 1.21 2.68 0.1874
H 2.34 -1.11 2.27 0.4248
H 1.26 -0.59 1.04 -0.1919
H 4.33 -0.77 0.76 0.3503
H 3.16 -1.89 0.07 0.3766
H 3.29 -0.27 -0.55 0.2902
H -2.93 -2.22 0.90 0.2935
H -2.30 -0.81 1.02 0.4226
O -2.26 -1.66 0.50 -0.7562
H -2.24 0.73 2.77 0.3089
H -2.75 1.22 1.39 0.3708
O -2.76 0.46 1.99 -0.7356
H -1.60 0.00 -2.52 0.4589
H -1.09 0.76 -3.82 0.2913
O -0.85 0.53 -2.89 -0.7371
H 0.62 -2.08 -1.97 0.3711
H 0.26 -0.85 -2.84 0.4177
O 0.65 -1.75 -2.90 -0.8189
H -0.64 -3.61 -1.17 0.2834
H -0.79 -2.45 -0.10 0.4464
O -0.17 -2.99 -0.62 -0.7247
H -2.47 -1.90 -2.52 0.4256
H -2.69 -1.15 -1.16 0.4604
O -2.80 -1.05 -2.13 -0.8172
H -1.99 2.46 4.09 0.3230
H -0.47 2.37 3.93 0.2952
O -1.27 1.84 3.89 -0.6508
H -0.68 -2.78 -3.10 0.5316
H -1.69 -3.76 -3.91 0.2611
O -1.53 -3.32 -3.08 -0.7266
```

Output
**HOMO-LUMO gap**: 10.3 eV
**Structure (SMILES)**: CCCCCNC=O.O.O.O.O.O.O.O.O
**Relative energy (zero: lowest compared OMol25 entry of this formula, charge and spin)**: 8.3 kcal/mol
**Net charge**: 0
**HOMO**: -10.09 eV

***

No. 4
C9H14O | ωB97M-V/def2-TZVPD

Structure (XYZ):
```
24
Properties=species:S:1:pos:R:3:mulliken_charge:R:1
C -1.70 -0.71 -0.48 -0.5183
C -2.99 -1.27 -1.06 -1.0141
H -0.94 -1.47 -0.77 0.1407
H -1.32 0.19 -0.93 0.1569
H -1.53 -0.80 0.59 0.4173
H -3.42 -0.49 -1.71 0.2844
H -3.69 -1.42 -0.25 0.2599
H -2.90 -2.17 -1.66 0.2930
C 2.29 -1.61 0.23 -1.3978
C 0.34 1.23 1.57 -0.4101
C 1.19 0.14 1.59 -0.8516
C 0.18 2.02 0.43 0.4411
C 1.89 -0.17 0.40 0.8753
C 1.02 1.79 -0.67 -0.3054
C 1.78 0.63 -0.73 -0.5669
O -0.70 3.05 0.20 -0.5317
H -0.19 1.54 2.47 0.3005
H 1.33 -0.34 2.54 0.3882
H -1.04 3.40 1.05 0.3204
H 1.00 2.47 -1.51 0.3785
H 3.07 -1.75 -0.53 0.3663
H 1.46 -2.20 -0.17 0.2252
H 2.24 0.26 -1.64 0.3657
H 2.61 -2.28 1.03 0.3823
```

Output
**HOMO-LUMO gap**: 9.2 eV
**Structure (SMILES)**: Cc1ccc(O)cc1.CC
**Relative energy (zero: lowest compared OMol25 entry of this formula, charge and spin)**: 26.4 kcal/mol
**Net charge**: 0
**HOMO**: -8.34 eV

***

No. 5
H54HfO27 | ωB97M-V/def2-TZVPD

Structure (XYZ):
```
82
Properties=species:S:1:pos:R:3:mulliken_charge:R:1
Hf -14.42 8.12 3.58 3.2275
O -16.39 8.97 3.90 -0.4193
H -16.53 9.97 4.21 0.2360
H -17.21 8.59 4.27 0.3010
O -13.07 8.91 -0.31 -0.6344
H -12.43 9.59 -0.66 0.2548
H -13.75 8.77 -1.01 0.2954
O -12.21 10.88 5.65 -0.6218
H -12.57 11.73 5.37 0.2721
H -11.29 11.15 5.92 0.2900
O -13.21 6.62 2.25 -0.6132
H -12.86 6.39 1.31 0.2771
H -12.90 5.87 2.80 0.1488
O -15.55 3.73 3.62 -0.5638
H -14.85 3.12 3.31 0.2653
H -16.27 3.19 3.94 0.2676
O -18.30 7.81 5.08 -0.5141
H -18.54 7.91 6.05 0.2952
H -19.08 7.47 4.62 0.2696
O -14.19 9.09 5.54 -0.6865
H -14.90 9.17 6.34 0.3100
H -13.39 9.63 5.79 0.1981
O -15.50 7.75 1.58 -0.1806
H -14.93 7.57 0.81 0.1236
H -16.43 7.55 1.23 0.2409
O -12.19 8.83 3.61 -0.3086
H -11.41 8.39 3.23 0.2024
H -11.95 9.51 4.25 0.2608
O -16.63 11.61 4.51 -0.5425
H -17.49 12.07 4.56 0.2542
H -15.94 12.01 5.03 0.2602
O -19.93 8.30 -0.59 -0.6996
H -20.69 8.53 0.00 0.3448
H -20.37 7.77 -1.30 0.3421
O -15.34 7.44 -1.66 -0.5346
H -16.25 7.75 -1.80 0.2778
H -15.24 6.62 -2.09 0.2804
O -15.90 9.53 7.36 -0.4951
H -16.72 9.14 7.72 0.2738
H -15.48 9.88 8.19 0.3555
O -14.31 9.88 2.38 0.0904
H -15.13 9.96 1.84 0.1921
H -13.61 10.53 2.14 0.1926
O -12.10 6.21 0.09 -0.6395
H -12.33 7.15 -0.21 0.4138
H -12.35 5.54 -0.60 0.3280
O -11.53 4.64 3.29 -0.5105
H -10.99 4.98 3.97 0.2741
H -11.00 3.99 2.83 0.2815
O -17.85 6.89 0.69 -0.6253
H -18.58 7.46 0.28 0.3415
H -17.75 6.15 0.10 0.2851
O -13.29 6.48 4.88 -0.3793
H -12.35 6.58 5.06 0.0923
H -13.61 5.72 5.41 0.2863
O -10.41 10.54 -1.16 -0.5523
H -9.71 10.30 -1.74 0.2917
H -10.20 11.43 -0.90 0.2758
O -15.38 13.33 6.50 -0.5976
H -15.81 13.68 7.28 0.2902
H -15.03 14.08 6.04 0.3067
O -13.65 4.33 6.35 -0.5380
H -14.04 4.67 7.21 0.2938
H -13.41 3.40 6.57 0.2771
O -10.00 7.78 2.42 -0.5284
H -9.18 8.24 2.26 0.2580
H -9.97 7.08 1.75 0.2589
O -10.32 6.35 5.48 -0.5463
H -9.60 6.58 4.90 0.2800
H -9.88 6.02 6.27 0.2651
O -16.66 11.27 0.81 -0.5064
H -17.48 10.95 0.45 0.2539
H -16.68 12.22 0.66 0.2629
O -18.45 8.48 7.59 -0.7485
H -19.14 9.07 7.82 0.3253
H -18.74 7.69 8.10 0.3544
O -12.66 11.76 1.54 -0.5220
H -11.79 12.08 1.86 0.2652
H -13.02 12.46 0.96 0.2708
O -15.65 6.32 4.14 -0.4788
H -15.54 5.40 3.72 0.3746
H -16.59 6.46 4.32 0.1801
```

Output
**HOMO-LUMO gap**: 10.3 eV
**Relative energy (zero: lowest compared OMol25 entry of this formula, charge and spin)**: 0.0 kcal/mol
**Net charge**: +4
**HOMO**: -19.86 eV

***

No. 6
C11H19N2S2 | ωB97M-V/def2-TZVPD

Structure (XYZ):
```
34
Properties=species:S:1:pos:R:3:mulliken_charge:R:1
C -2.63 0.21 2.44 -0.6119
C -2.06 -0.45 1.19 -0.8344
N -0.66 -0.10 0.84 -0.5814
C 0.09 0.23 1.83 0.3250
C 1.59 0.61 1.79 -0.4494
C 1.98 0.71 3.27 -0.5172
C 0.68 0.65 4.09 -0.7115
N -0.32 0.42 3.10 0.1022
C -1.63 0.14 3.60 -0.6008
H -2.85 1.28 2.26 0.2949
H -3.56 -0.30 2.73 0.3471
H -2.09 -1.54 1.35 0.2822
H -2.67 -0.20 0.32 0.3671
H 2.20 -0.11 1.22 0.3155
H 1.68 1.58 1.30 0.2430
H 2.61 -0.15 3.56 0.2735
H 2.53 1.62 3.50 0.2951
H 0.69 -0.18 4.81 0.2961
H 0.47 1.58 4.64 0.3308
H -1.87 0.90 4.36 0.3331
H -1.64 -0.87 4.07 0.3188
C 0.33 -0.63 -5.44 -0.5238
C 0.91 -1.73 -4.57 -0.6493
S 0.49 -1.80 -2.76 0.0775
C 0.21 -0.22 -2.23 0.6110
S 0.28 1.20 -3.15 0.0638
C 0.73 0.74 -4.90 -0.6283
H 0.79 -0.73 -6.45 0.3338
H -0.76 -0.73 -5.57 0.3278
H 0.53 -2.70 -4.93 0.3804
H 2.02 -1.71 -4.63 0.3903
H -0.10 -0.11 -1.16 0.0352
H 1.82 0.86 -4.99 0.3858
H 0.21 1.52 -5.49 0.3783
```

Output
**HOMO-LUMO gap**: 6.2 eV
**Net charge**: +1
**HOMO**: -10.91 eV